No. 1
The following is a DFT calculation (wB97M-V/def2-TZVPD) of C43H57N2O2SeV as an isolated structure.

Summary:
multiplicity: 4
net charge: -1
energy relative to the best compared isomer or geometry (same formula, charge and spin): 52.5 kJ/mol
E_tot: -5278.320081 hartree

Cartesian coordinates (Å):
V  0.2332  0.7403  0.1774
C  -5.2079  5.3547  0.9204
C  -5.5840  4.1429  0.0527
C  -6.3745  4.6270  -1.1714
C  -6.4967  3.2329  0.8738
C  -4.3041  3.4224  -0.3775
C  -3.9760  2.1509  0.0547
C  -2.7535  1.5856  -0.2870
Se  -2.2914  -0.1997  0.2879
C  -2.0256  -0.0645  2.1985
C  -3.1165  0.0784  3.0440
C  -2.9476  0.0736  4.4163
C  -1.6558  -0.2056  4.8820
C  -0.5427  -0.4179  4.0725
C  -0.7027  -0.2195  2.6750
O  0.3247  -0.1543  1.8500
C  0.8353  -0.6866  4.7112
C  0.6905  -1.4881  6.0152
C  1.7703  -1.4966  3.7988
C  1.4911  0.6681  5.0268
C  -4.0913  0.3611  5.3930
C  -5.3930  0.6887  4.6562
C  -3.7297  1.5732  6.2616
C  -4.3411  -0.8552  6.2962
C  -1.7963  2.2491  -1.0846
O  -0.6243  1.6977  -1.2922
C  -2.1554  3.5305  -1.5983
C  -3.3766  4.0659  -1.2117
C  -1.1769  4.3062  -2.4933
C  -0.8132  3.4617  -3.7255
C  -1.7712  5.6248  -2.9999
C  0.0993  4.6358  -1.7002
H  -6.1065  5.8875  1.2527
H  -4.5791  6.0578  0.3649
H  -4.6473  5.0318  1.8038
H  -7.2798  5.1583  -0.8545
H  -6.6719  3.7788  -1.7957
H  -5.7860  5.3087  -1.7910
H  -7.4213  3.7643  1.1170
H  -6.0250  2.9340  1.8155
H  -6.7624  2.3268  0.3206
H  -4.6579  1.5762  0.6699
H  -4.0967  0.2057  2.6010
H  -1.5153  -0.2679  5.9564
H  0.1296  -2.4123  5.8433
H  0.1900  -0.9275  6.8086
H  1.6848  -1.7537  6.3871
H  1.2876  -2.4218  3.4676
H  2.6700  -1.7637  4.3642
H  2.0606  -0.9471  2.9106
H  0.8942  1.2231  5.7593
H  1.5670  1.2782  4.1205
H  2.5015  0.5311  5.4324
H  -5.2752  1.5706  4.0163
H  -6.1863  0.8989  5.3821
H  -5.7248  -0.1468  4.0309
H  -3.6034  2.4655  5.6392
H  -2.7960  1.4136  6.8080
H  -4.5233  1.7674  6.9928
H  -4.6667  -1.7144  5.7012
H  -5.1173  -0.6319  7.0369
H  -3.4335  -1.1458  6.8338
H  -3.6269  5.0614  -1.5625
H  -1.7106  3.2443  -4.3163
H  -0.3485  2.5201  -3.4322
H  -0.1090  4.0155  -4.3601
H  -2.6956  5.4663  -3.5668
H  -1.0468  6.1064  -3.6648
H  -1.9808  6.3211  -2.1800
H  0.5986  3.7276  -1.3581
H  -0.1367  5.2533  -0.8249
H  0.7945  5.1986  -2.3362
C  4.4425  1.3234  3.0907
C  4.4245  2.3449  1.9462
C  3.2314  3.2816  2.0701
C  3.3890  4.3552  2.9449
C  2.3187  5.1348  3.3463
C  1.0478  4.7765  2.9259
C  0.8413  3.7129  2.0544
C  -0.5832  3.3099  1.7157
C  -1.5692  3.4159  2.8738
C  1.9519  3.0263  1.5203
N  1.7512  2.0518  0.5072
C  2.6582  1.9590  -0.4819
C  2.5787  0.8246  -1.3139
C  3.3711  0.2934  -2.3531
C  2.7726  -0.9205  -2.7193
C  1.6427  -1.0844  -1.9082
N  1.5204  -0.0377  -1.0495
H  5.3777  0.7538  3.0920
H  3.6154  0.6156  2.9817
H  4.3349  1.8161  4.0617
H  4.4367  1.7990  1.0142
H  5.3372  2.9446  1.9751
H  4.3811  4.5539  3.3456
H  2.4633  5.9755  4.0153
H  0.1896  5.3313  3.2930
H  -0.5858  2.2674  1.4210
H  -0.9557  3.8719  0.8587
H  -1.2309  2.8266  3.7333
H  -2.5427  3.0300  2.5617
H  -1.7060  4.4514  3.1943
H  3.3701  2.7510  -0.6674
H  4.2778  0.7310  -2.7527
H  3.1122  -1.6077  -3.4850
H  0.9214  -1.8878  -1.9152


No. 2
The following is a DFT calculation (wB97M-V/def2-TZVPD) of C43H58AuN5O as an isolated structure.

Summary:
multiplicity: 1
net charge: +2
E_tot: -2157.559719 hartree

Cartesian coordinates (Å):
Au  -0.8165  1.0528  0.2581
C  -2.8088  0.0417  -2.7763
C  -3.8861  -0.3510  -1.7645
C  -4.2139  0.7987  -0.8094
C  -3.5813  -1.5849  -0.9477
C  -4.5966  -2.5216  -0.8147
C  -4.4323  -3.6747  -0.0648
C  -3.2333  -3.8871  0.5932
C  -2.1941  -2.9759  0.5094
C  -0.9339  -3.2596  1.2917
C  -1.2537  -3.5553  2.7642
C  -0.1807  -4.4542  0.6993
C  -2.3414  -1.8226  -0.3067
N  -1.2619  -0.9754  -0.4966
C  -0.1917  -1.3455  -1.1952
C  1.0175  -0.6030  -1.2012
N  1.1715  0.5141  -0.4910
C  2.4232  1.1032  -0.3568
C  2.7442  2.3122  -1.0085
C  4.0530  2.7721  -0.9630
C  5.0386  2.1045  -0.2601
C  4.7038  0.9674  0.4543
C  3.4152  0.4600  0.4238
C  3.1046  -0.7736  1.2386
C  3.7803  -2.0156  0.6546
C  3.5712  -0.5904  2.6916
C  1.7510  3.1788  -1.7435
C  1.0356  4.0709  -0.7221
C  0.7690  2.4262  -2.6391
C  1.9349  -1.2214  -2.1439
C  3.1923  -0.9446  -2.6287
C  3.7404  -1.8092  -3.5948
C  3.0721  -2.9037  -4.0930
C  1.7602  -3.1987  -3.6464
C  0.8927  -4.2337  -4.0755
C  -0.3805  -4.3311  -3.5636
C  -0.8849  -3.4450  -2.5954
C  -0.0603  -2.4477  -2.1310
C  1.2437  -2.3394  -2.6765
H  -3.2329  0.6993  -3.5310
H  -2.4131  -0.8358  -3.2821
H  -1.9829  0.5647  -2.2986
H  -4.7981  -0.5695  -2.3301
H  -3.3451  1.0561  -0.2011
H  -5.0225  0.5133  -0.1413
H  -4.5276  1.6709  -1.3741
H  -5.5345  -2.3561  -1.3257
H  -5.2309  -4.3992  0.0098
H  -3.1035  -4.7858  1.1772
H  -0.2842  -2.3784  1.2427
H  -1.6897  -4.5445  2.8723
H  -1.9534  -2.8318  3.1813
H  -0.3363  -3.5424  3.3498
H  -0.8088  -5.3409  0.7014
H  0.7056  -4.6655  1.2924
H  0.1266  -4.2582  -0.3237
H  4.3099  3.6679  -1.5086
H  6.0528  2.4711  -0.2629
H  5.4630  0.4595  1.0292
H  2.0196  -0.9319  1.2166
H  4.8451  -1.8456  0.5175
H  3.3429  -2.2817  -0.3021
H  3.6481  -2.8554  1.3309
H  4.6492  -0.7138  2.7585
H  3.1211  -1.3459  3.3332
H  3.3353  0.4110  3.0628
H  2.3358  3.8413  -2.3896
H  0.3877  3.4770  -0.0752
H  0.4429  4.8237  -1.2347
H  1.7626  4.5887  -0.0991
H  -0.0529  2.0066  -2.0609
H  1.2680  1.6139  -3.1617
H  0.3536  3.0979  -3.3865
H  3.7590  -0.0881  -2.2926
H  4.7289  -1.5819  -3.9629
H  3.5472  -3.5279  -4.8347
H  1.2224  -4.9417  -4.8190
H  -1.0353  -5.1134  -3.9181
H  -1.8982  -3.5590  -2.2392
C  -3.5466  5.7414  -0.5577
N  -2.8749  4.4693  -0.4276
C  -2.4248  3.8975  -1.6759
C  -2.6326  3.9279  0.7465
O  -1.9951  2.8999  1.0085
H  -4.2953  5.6877  -1.3460
H  -2.8349  6.5209  -0.8337
H  -4.0383  6.0226  0.3682
H  -3.2279  3.9578  -2.4098
H  -2.1531  2.8590  -1.5170
H  -1.5656  4.4483  -2.0602
H  -3.0701  4.4894  1.5862
N  0.9785  1.0562  5.1339
C  0.1233  -0.1022  4.7655
C  -0.0567  -0.0834  3.2472
N  -0.6227  1.1588  2.7722
C  0.1369  2.3076  3.2104
C  0.3216  2.3298  4.7288
H  1.8700  0.9706  4.6181
H  1.1887  1.0579  6.1383
H  -0.8413  0.0033  5.2619
H  0.5888  -1.0333  5.0870
H  -0.6955  -0.9082  2.9363
H  0.9152  -0.2104  2.7636
H  -1.6057  1.2554  3.0005
H  -0.3764  3.2111  2.8894
H  1.1103  2.2830  2.7133
H  -0.6481  2.3973  5.2281
H  0.9305  3.1817  5.0314